# 1
Below is C25H21FN3O4S2 as an isolated structure at a distorted geometry, with properties calculated with ωB97M-V/def2-TZVPD.

Calculated values
HOMO-LUMO gap = 6.230 eV
E_tot = -63309.0426 eV
Largest force on an atom = 3.00 eV/Å
Relative energy (zero: lowest compared OMol25 entry of this formula, charge and spin) = 229.5 kJ/mol

```
! wB97M-V def2-TZVPD RIJCOSX def2/J DEFGRID3
* xyz -1 1
C -4.1976 -1.0081 3.3377
N -3.1585 -0.1132 3.7792
C -3.6399 1.2551 3.8658
C -1.8374 -0.3217 3.4799
C -1.0128 0.8176 3.2602
C 0.3187 0.6236 2.9525
C 0.8401 -0.6243 2.6323
C 2.1859 -0.7277 1.9701
C 3.2387 0.1656 2.3608
C 4.2641 -0.3331 3.1215
N 5.0981 -0.9407 3.6907
C 3.1945 1.4963 1.9610
N 3.2576 2.5927 1.5470
C 0.0512 -1.7370 2.9928
C -1.3136 -1.6161 3.2710
H -3.8347 -2.0141 3.1912
H -5.0063 -1.0332 4.0672
H -4.6178 -0.6377 2.3966
H -2.9683 1.9207 4.4330
H -3.7435 1.6870 2.8505
H -4.6169 1.2990 4.3571
H -1.3923 1.8327 3.4063
H 0.9476 1.5000 2.8632
H 2.4904 -1.7717 1.9935
H 0.5309 -2.7084 2.9528
H -1.9121 -2.5129 3.4907
F 2.6089 0.6375 -0.7124
C 2.4985 -0.5122 0.0459
S 3.9430 -1.6458 -0.2422
C 5.2357 -0.4145 -0.5524
C 5.9793 0.1117 0.5082
C 6.3990 1.4328 0.4493
C 6.2184 2.1930 -0.7003
C 5.7398 1.5536 -1.8346
C 5.2989 0.2317 -1.7883
O 4.3625 -2.1728 1.0388
O 3.6446 -2.5260 -1.3502
S 0.7801 -1.1428 -0.3265
C -0.2337 -1.2647 -1.8118
C -0.4902 -0.0184 -2.3706
C -1.6312 0.1448 -3.1118
C -2.5877 -0.8658 -3.1447
C -2.3442 -2.0915 -2.5328
C -1.1709 -2.2995 -1.8197
O 0.6309 -2.4184 0.3686
O 0.0732 0.0313 0.2193
H 6.1711 -0.4791 1.4051
H 6.8004 1.9090 1.3396
H 6.4249 3.2626 -0.7023
H 5.6329 2.1101 -2.7565
H 4.9298 -0.2685 -2.6728
H 0.1704 0.8090 -2.1311
H -1.7726 1.1040 -3.6034
H -3.5246 -0.6825 -3.6752
H -3.0887 -2.8819 -2.5624
H -1.0162 -3.1871 -1.2180
*
```

Atom charges from the Mulliken analysis, given in e for atoms 1 to 4: number 1, C, carries -1.0511; number 2, N, carries -0.0981; number 3, C, carries -1.1337; number 4, C, carries 1.7372

# 2
Below is C25H21MnN8S2 as an isolated structure at a distorted geometry, with properties calculated with ωB97M-V/def2-TZVPD.

Calculated values
HOMO-LUMO gap (spin up / spin down) = 5.883 / 3.589 eV
E_tot = -91150.4214 eV
Largest force on an atom = 2.22 eV/Å

```
! wB97M-V def2-TZVPD RIJCOSX def2/J DEFGRID3
* xyz 3 4
Mn 0.0567 -0.4190 0.0134
C -4.0931 -0.6198 -0.6384
C -2.7169 -0.8089 -0.7624
N -1.8948 -0.4184 0.2030
C -2.4105 0.1621 1.3122
C -3.8006 0.3074 1.4181
N -4.5950 -0.0819 0.4515
C -1.3763 0.6263 2.2348
C -1.5505 1.2882 3.4445
C -0.4392 1.7235 4.1887
C 0.8216 1.5335 3.5949
C 0.9370 0.8648 2.3839
N -0.1440 0.3757 1.7274
C 2.1555 0.6173 1.6152
C 3.4544 1.0683 1.8821
N 4.4365 0.8361 1.0455
C 4.2117 0.1506 -0.0561
C 2.9362 -0.3348 -0.3415
N 1.9219 -0.0862 0.4795
C -0.5803 2.3145 5.5449
C 0.5377 2.7071 6.2965
C 0.3612 3.2055 7.5852
N -0.8341 3.3077 8.0907
C -1.9156 2.9653 7.4513
C -1.8342 2.4562 6.1572
H -4.7795 -0.9071 -1.4228
H -2.2746 -1.2788 -1.6361
H -4.2801 0.7410 2.2817
H -2.5577 1.4665 3.7852
H 1.7220 1.9058 4.0558
H 3.7075 1.6277 2.7701
H 5.0454 -0.0148 -0.7238
H 2.7290 -0.9229 -1.2309
H 1.5448 2.6402 5.9229
H 1.1959 3.5100 8.2024
H -2.8609 3.0827 7.9636
H -2.7537 2.1842 5.6686
S 0.2181 -2.5606 -0.1272
C 0.3685 -3.9525 0.8935
C 0.3207 -3.7647 2.2813
C 0.4024 -4.8575 3.1160
C 0.5408 -6.1397 2.5854
C 0.5889 -6.3219 1.2056
C 0.5053 -5.2371 0.3543
H 0.2117 -2.7574 2.6623
H 0.3548 -4.7265 4.1861
H 0.6131 -6.9930 3.2444
H 0.6918 -7.3192 0.8046
H 0.5433 -5.3778 -0.7135
N -0.2875 1.1062 -3.8888
C 0.5254 1.5145 -2.9295
N 1.7603 1.8985 -3.2054
S -0.0650 1.5891 -1.3098
H -0.0232 1.1454 -4.8659
H -1.2686 0.9658 -3.6945
H 2.0921 1.9499 -4.1609
H 2.3319 2.3480 -2.5056
*
```

Atom charges from the Mulliken analysis, given in e for atoms 1 to 4: number 1, Mn, carries -1.0480; number 2, C, carries -0.5741; number 3, C, carries -0.1525; number 4, N, carries 0.6085

# 3
Below is C25H21N3S2V as an isolated structure at a distorted geometry, with properties calculated with ωB97M-V/def2-TZVPD.

Calculated values
HOMO-LUMO gap (spin up / spin down) = 5.541 / 6.162 eV
E_tot = -78078.4608 eV
Largest force on an atom = 1.37 eV/Å

```
! wB97M-V def2-TZVPD RIJCOSX def2/J DEFGRID3
* xyz 2 2
V -1.8184 2.0308 0.2505
C 3.3288 -2.6528 -1.2032
C 2.6126 -2.2021 0.0634
C 3.3853 -2.6777 1.2875
C 1.2038 -2.8132 0.0998
C 2.5554 -0.6831 0.1085
C 3.7487 0.0713 0.0831
C 3.7539 1.4431 0.1283
C 2.5340 2.1299 0.2091
S 2.2457 3.8160 0.1342
C 0.5781 3.5355 0.1260
N 0.2405 2.2504 0.2054
C 1.3595 1.3921 0.2341
C 1.3614 -0.0140 0.2284
C -0.5293 4.4777 -0.1013
C -0.5045 5.8615 -0.1189
C -1.6811 6.5857 -0.3641
C -2.9025 5.9531 -0.5273
C -2.9680 4.5660 -0.4958
C -1.7776 3.8568 -0.3135
H 3.3757 -3.7523 -1.2558
H 4.3704 -2.2980 -1.2400
H 2.8293 -2.2990 -2.1020
H 3.3724 -3.7755 1.2995
H 2.9129 -2.3180 2.2138
H 4.4366 -2.3388 1.2462
H 1.3046 -3.9024 0.0852
H 0.5699 -2.5211 -0.7483
H 0.6684 -2.5663 1.0308
H 4.6796 -0.4512 -0.0221
H 4.6956 1.9945 0.1159
H 0.4175 -0.5366 0.2809
H 0.4054 6.4180 0.0660
H -1.6297 7.6663 -0.3551
H -3.8227 6.4985 -0.6581
H -3.9238 4.0521 -0.5714
S -1.8619 2.0695 2.6737
C -3.2852 1.7980 1.8542
N -4.0138 1.6556 0.9482
N -2.0351 0.3508 -0.8542
C -2.2508 -0.7925 -0.7890
C -2.4190 -2.1748 -0.5807
C -2.4844 -3.1070 -1.6220
C -2.5419 -4.4710 -1.3911
C -2.5956 -4.9808 -0.0983
C -2.5823 -4.0595 0.9375
C -2.4708 -2.6922 0.7294
H -2.4991 -2.7525 -2.6352
H -2.5878 -5.1328 -2.2306
H -2.6548 -6.0511 0.0920
H -2.6819 -4.4275 1.9544
H -2.4236 -2.0293 1.5918
*
```

Atom charges from the Mulliken analysis, given in e for atoms 1 to 4: number 1, V, carries -0.2799; number 2, C, carries -1.6604; number 3, C, carries 2.2028; number 4, C, carries -1.6245

# 4
Below is a 2-piece molecular cluster, C25H21N4O6 overall at a distorted geometry, with properties calculated with ωB97M-V/def2-TZVPD.

Calculated values
HOMO-LUMO gap = 3.713 eV
E_tot = -44507.7766 eV
Largest force on an atom = 5.24 eV/Å
Relative energy (zero: lowest compared OMol25 entry of this formula, charge and spin) = 0.0 kJ/mol

```
! wB97M-V def2-TZVPD RIJCOSX def2/J DEFGRID3
* xyz -1 1
C -6.1814 1.8082 -1.2001
C -5.8395 3.0174 -0.6332
C -4.6104 3.5814 -0.8994
C -3.7156 2.9444 -1.7414
C -2.3599 3.5160 -2.0156
O -1.3391 2.6550 -1.5799
C -0.1180 3.1960 -1.8344
N 0.9540 2.3680 -1.5090
N 0.8069 1.1999 -1.8256
C 1.7571 0.2452 -1.4835
O 2.6236 0.4879 -0.6748
O 1.6205 -0.9605 -2.1011
C 2.6073 -1.8547 -1.6584
C 2.4325 -3.2103 -2.2680
C 2.2128 -4.3334 -1.4893
C 2.0220 -5.5633 -2.0813
C 2.0396 -5.6791 -3.4548
C 2.2425 -4.5624 -4.2368
C 2.4327 -3.3335 -3.6440
O 0.0348 4.2989 -2.3112
C -4.0607 1.7245 -2.2914
C -5.2898 1.1597 -2.0274
H -7.1445 1.3695 -0.9950
H -6.5296 3.5161 0.0273
H -4.3297 4.5115 -0.4369
H -2.2092 3.6837 -3.0893
H -2.2171 4.4784 -1.5126
H 3.5811 -1.4221 -1.9188
H 2.5495 -1.8950 -0.5650
H 2.1703 -4.2344 -0.4185
H 1.8500 -6.4339 -1.4707
H 1.9011 -6.6426 -3.9175
H 2.2416 -4.6474 -5.3107
H 2.5521 -2.4467 -4.2433
H -3.3405 1.2088 -2.9041
H -5.5489 0.2060 -2.4570
C 0.3127 2.9110 2.2597
C -0.1249 1.5715 2.7302
C -1.4198 1.2838 2.5485
N -2.5703 1.0353 2.3962
C 0.7526 0.6320 3.3529
C 2.1234 0.9023 3.5591
C 2.9405 -0.0169 4.1587
C 2.4344 -1.2380 4.5754
N 3.3188 -2.2003 5.2029
O 2.8500 -3.2926 5.5550
O 4.5087 -1.8888 5.3590
C 1.0918 -1.5341 4.3870
C 0.2646 -0.6201 3.7886
H 1.3696 3.1088 2.4198
H 0.1223 3.0114 1.1919
H -0.2450 3.6896 2.7783
H 2.5437 1.8382 3.2375
H 3.9884 0.1881 4.3134
H 0.7193 -2.4915 4.7185
H -0.7787 -0.8471 3.6397
*
```

Atom charges from the Mulliken analysis, given in e for atoms 1 to 4: number 1, C, carries -0.3912; number 2, C, carries -0.5842; number 3, C, carries -0.4494; number 4, C, carries 0.7443